No. 1
The following is a DFT calculation (wB97M-V/def2-TZVPD) of a structure of composition C22H28FN3O2.

Each line ends with the natural charge from an NBO analysis.
CARTESIAN COORDINATES (ANGSTROEM)
N 3.71 -3.09 -0.55  -0.49
H -0.15 -0.89 2.37  0.22
C 2.17 -1.19 -1.42  -0.32
H 2.81 -1.29 -3.57  0.20
C 1.26 -2.07 1.43  -0.12
H 3.35 -4.66 0.53  0.19
C -2.92 6.14 2.58  -0.06
H -0.34 4.26 -1.33  0.19
H 1.22 -3.35 -1.91  0.20
H -0.25 -1.83 -2.62  0.21
H 4.12 -3.71 -2.62  0.19
C -0.93 -2.51 1.21  0.45
O -0.86 -0.41 -1.03  -0.81
H -1.25 -4.34 0.55  0.19
O -2.99 4.68 2.59  -0.52
C -0.80 2.52 -0.63  0.16
H 2.62 0.14 -1.75  0.12
C 1.60 -3.26 0.94  -0.14
C 0.73 -1.16 -3.34  -0.20
H -3.53 7.57 4.05  0.21
H -4.58 6.18 3.71  0.22
H 3.86 -1.19 0.21  0.21
C 0.01 -1.67 1.81  -0.27
H -1.54 5.67 0.41  0.21
H 1.80 -3.60 -3.49  0.19
N 0.25 0.07 -3.07  -0.59
N -0.44 1.63 -1.63  -0.53
H -2.01 6.47 2.66  0.16
H 4.68 -1.42 -1.56  0.21
C -2.27 4.03 1.43  0.35
H 0.66 -1.45 -4.33  0.19
H -3.11 6.18 4.70  0.22
H 1.06 0.79 -3.43  0.36
C 3.48 -3.83 -1.77  -0.18
H -1.79 0.63 0.60  0.29
C -0.63 -3.74 0.65  -0.26
C 3.18 -3.46 0.59  -0.17
H 0.75 -5.03 -0.07  0.21
C 3.87 -1.64 -0.76  -0.20
C 2.14 -1.74 -2.66  -0.27
H 1.55 -1.10 -0.69  0.22
C -0.85 3.88 -0.64  -0.24
C -2.36 2.49 1.40  -0.25
C -1.63 4.67 0.21  -0.31
C 0.60 -4.11 0.68  -0.16
C -0.37 0.51 -2.04  0.76
H 3.99 -3.18 1.52  0.20
C -3.59 6.50 3.83  -0.62
H -3.38 6.41 1.65  0.18
H 2.24 -1.20 1.89  0.17
C 1.97 -3.30 -2.59  -0.41
F -2.25 -2.28 1.62  -0.35
H -2.85 2.14 2.21  0.21
C -1.80 1.78 0.39  -0.19
H 3.36 -4.77 -1.80  0.19
H -0.07 2.34 -2.28  0.36

Values from the calculation:
orbital gap: 7.62 eV
net charge: 0
E_tot: -34532.0221 eV
energy relative to the best compared isomer or geometry (same formula, charge and spin): 19.089 eV
2S+1: 1


No. 2
The following is a DFT calculation (wB97M-V/def2-TZVPD) of a structure of composition C22H28FN5O3S.

Each line ends with the natural charge from an NBO analysis.
CARTESIAN COORDINATES (ANGSTROEM)
H -2.31 -1.26 1.87  0.43
C -0.43 -3.97 -1.22  -0.41
H 2.16 -2.14 -2.04  0.24
C -3.28 -0.03 0.60  0.22
C -1.10 4.90 -0.26  -0.27
N -6.78 0.15 -0.62  -0.80
H 3.66 1.09 3.02  0.20
H 0.87 -1.32 0.48  0.43
H -1.48 -3.97 -0.96  0.21
O -0.57 -0.40 1.29  -0.69
C 4.30 -1.29 1.88  -0.61
F -0.88 6.36 -2.09  -0.32
H 1.41 1.57 2.36  0.21
H 3.71 2.12 1.59  0.20
H 4.14 0.05 0.20  0.21
C 0.03 -2.63 -1.80  -0.41
H 5.41 0.46 1.34  0.20
H 2.08 1.99 -0.08  0.24
H 0.52 -5.24 0.30  0.21
C 0.29 2.97 -1.71  -0.22
H -1.19 3.44 1.30  0.23
H 0.40 4.45 -3.27  0.24
C 1.54 1.11 0.28  -0.12
H -4.06 -1.55 1.66  0.44
C 4.38 0.10 1.26  -0.40
C 0.05 4.21 -2.28  -0.27
C -0.17 2.69 -0.43  0.19
H 0.84 2.22 -2.26  0.25
C -0.85 0.59 0.60  0.67
N -3.21 -1.02 1.50  -0.78
C 1.45 -2.38 -1.24  -0.06
H 0.11 -3.60 0.84  0.19
H 2.52 -3.46 0.33  0.22
H 1.70 -0.13 2.07  0.22
H 3.30 -1.70 1.77  0.20
H -6.60 0.92 -1.24  0.42
O 2.36 0.24 -1.79  -0.65
C -4.48 0.33 -0.09  0.01
C 0.47 -4.19 0.00  -0.40
H 2.28 -4.37 -1.17  0.21
S -2.84 1.90 -1.01  0.71
H -1.63 5.67 0.28  0.23
H 4.55 -1.25 2.93  0.20
H 5.00 -1.96 1.38  0.21
C 1.84 -0.02 -0.72  0.68
H -7.70 -0.25 -0.55  0.41
C 1.82 -3.66 -0.48  -0.41
H -0.63 -1.83 -1.47  0.21
C 3.46 1.12 1.95  -0.39
N -4.35 1.32 -0.95  -0.57
O -5.90 -1.29 0.88  -0.63
N 0.11 1.44 0.17  -0.47
H 0.02 -2.64 -2.89  0.22
C 1.97 0.87 1.74  -0.40
C -2.22 0.80 0.19  -0.45
C -0.86 3.66 0.29  -0.23
N 1.46 -1.24 -0.34  -0.64
C -5.77 -0.35 0.11  0.64
C -0.65 5.15 -1.55  0.40
H -0.26 -4.77 -1.95  0.20

Values from the calculation:
orbital gap: 8.07 eV
net charge: 0
E_tot: -50416.7703 eV
energy relative to the best compared isomer or geometry (same formula, charge and spin): 0.000 eV
2S+1: 1


No. 3
The following is a DFT calculation (wB97M-V/def2-TZVPD) of a structure of composition C22H28I2N4O5Se2V.

Each line ends with the natural charge from an NBO analysis.
CARTESIAN COORDINATES (ANGSTROEM)
O 1.74 -0.40 1.78  -0.76
H 0.25 3.91 3.54  0.25
C 4.05 -0.90 1.78  -0.22
C 3.60 -0.09 -2.33  -0.26
H -3.17 0.07 0.23  0.20
C 2.51 -2.22 0.48  -0.04
H -3.64 -2.08 -2.86  0.19
C 5.11 -1.65 1.32  -0.27
C -0.64 3.31 3.67  -0.66
H -1.91 0.36 4.75  0.22
H -4.81 -1.97 -1.55  0.19
V 0.31 0.46 0.45  1.01
N 2.09 0.86 -0.76  -0.49
C -3.95 0.37 -0.47  -0.07
C -3.64 -0.18 -1.86  -0.16
C -2.24 0.22 -2.40  -0.55
C 4.22 1.85 -1.07  -0.26
H -0.43 -1.68 -0.99  0.45
I 6.48 -3.82 -0.30  0.05
H 6.12 -1.42 1.64  0.22
C 3.58 -2.97 0.02  -0.25
H 3.81 -0.87 -3.05  0.21
C -0.57 2.19 2.67  0.00
C -2.38 0.85 3.90  -0.67
H 1.68 -1.95 -2.46  0.18
C 1.27 -1.06 -1.96  -0.26
I 4.39 0.70 3.07  0.11
N -1.25 0.08 1.88  -0.22
H -2.73 1.83 4.22  0.21
N 0.29 2.21 1.68  -0.07
C 2.98 1.80 -0.46  0.06
O -4.11 1.79 -0.44  -0.80
C -1.40 0.99 2.77  0.23
C 1.11 -2.51 0.01  -0.24
Se -2.57 -2.76 -0.68  -0.59
N 0.53 -1.39 -0.75  -0.73
H -0.68 2.93 4.70  0.19
H 1.11 -3.42 -0.59  0.18
H -1.51 3.95 3.51  0.20
H -2.10 -1.51 1.24  0.51
C 4.87 -2.69 0.43  -0.21
H -3.19 2.13 -0.54  0.50
H 0.45 -2.66 0.87  0.23
O 1.07 3.22 1.52  -0.60
Se -1.17 1.59 -1.46  -0.40
H 3.39 -3.78 -0.67  0.21
H -2.35 0.59 -3.42  0.21
H -4.56 2.11 -2.22  0.50
H -3.22 0.24 3.58  0.24
H 5.51 0.87 -2.50  0.20
H 4.93 2.61 -0.79  0.21
H 2.66 2.51 0.30  0.27
H -1.64 -0.69 -2.45  0.20
H 0.57 -0.56 -2.64  0.25
C 4.54 0.88 -2.02  -0.17
C -4.73 0.31 -2.84  -0.03
O -2.00 -1.07 2.12  -0.62
C 2.71 -1.12 1.38  0.33
H -5.71 -0.01 -2.45  0.14
C 2.37 -0.07 -1.68  0.25
O -4.73 1.70 -3.09  -0.76
H -4.59 -0.19 -3.80  0.16
C -3.79 -1.71 -1.84  -0.53
H -4.90 -0.06 -0.12  0.16

Values from the calculation:
orbital gap (spin up / spin down): 4.51 / 5.16 eV
net charge: -2
E_tot: -212050.2724 eV
energy relative to the best compared isomer or geometry (same formula, charge and spin): 0.000 eV
2S+1: 4


No. 4
The following is a DFT calculation (wB97M-V/def2-TZVPD) of an isolated molecule of C22H28N2O5S.

Each line ends with the natural charge from an NBO analysis.
CARTESIAN COORDINATES (ANGSTROEM)
H 5.48 2.51 -2.13  0.22
O 0.19 -0.70 2.74  -0.66
C -2.60 3.25 -1.78  -0.25
C 5.01 2.42 -0.05  -0.21
H -1.01 -3.58 -0.20  0.25
C 4.44 1.68 0.97  -0.20
C -3.81 0.97 -0.66  -0.32
H 1.67 2.15 0.16  0.20
C -0.80 1.49 1.59  -0.24
C 0.97 1.35 -0.11  -0.42
H -0.64 -2.19 0.83  0.25
H -1.94 4.09 -2.00  0.20
H -2.13 -1.55 -1.17  0.23
H 4.48 0.30 -2.63  0.21
H 3.08 0.10 2.66  0.24
H -5.57 -2.59 -0.15  0.18
H 0.18 1.78 -0.73  0.22
O -2.01 2.59 -0.68  -0.51
C 5.03 1.93 -1.34  -0.21
H 1.50 0.59 -0.68  0.23
C -4.41 -0.14 -0.07  0.31
H -0.81 -2.10 -2.22  0.23
C -6.21 -1.70 -0.15  -0.25
H 3.94 -2.19 -0.41  0.20
C 3.28 -1.40 -0.81  -0.28
H 5.44 3.39 0.17  0.22
H -3.60 3.62 -1.53  0.18
H -0.68 2.55 1.35  0.22
C 0.77 -0.32 1.73  0.68
H 1.90 -2.08 1.83  0.26
C 3.29 -0.45 1.74  -0.43
H -2.65 2.60 -2.65  0.18
C -2.69 -0.15 1.59  -0.16
C 4.48 0.69 -1.62  -0.21
H 4.02 -1.23 1.98  0.23
C -1.05 -1.68 -1.25  -0.63
H -0.58 -0.71 -1.17  0.22
C 3.89 0.44 0.70  -0.04
O -5.54 -0.59 -0.69  -0.49
O 1.67 -3.92 0.48  -0.95
C -0.54 -2.60 -0.17  -0.65
C 1.99 -1.14 1.27  -0.16
H -6.55 -1.51 0.87  0.18
O 1.40 -3.21 -1.85  -0.95
H 3.10 -1.61 -1.87  0.25
N 0.37 0.78 1.07  -0.43
S 1.22 -2.94 -0.46  2.30
C -2.65 1.51 -0.14  0.32
H -4.29 1.38 -1.54  0.23
H -4.29 -1.56 1.55  0.22
C -3.85 -0.70 1.06  -0.34
H -0.81 1.35 2.68  0.24
C -2.08 0.95 1.01  -0.12
H 4.42 2.06 1.98  0.21
H -7.07 -1.87 -0.80  0.20
C 3.91 -0.06 -0.60  0.04
H -2.25 -0.58 2.47  0.24
N 1.98 -1.45 -0.15  -0.68

Values from the calculation:
orbital gap: 9.04 eV
net charge: 0
SMILES: CCS(=O)(=O)N1Cc2ccccc2C[C@H]1C(=O)N(C)Cc1ccc(OC)cc1OC
E_tot: -47321.0637 eV
energy relative to the best compared isomer or geometry (same formula, charge and spin): 2.950 eV
2S+1: 1


Look up the 2S+1 of the first one. 1